Molecular formula: C34H36BN8PdS
Method: DFT, wB97M-V/def2-TZVPD

Properties
Energy relative to the best compared isomer or geometry (same formula, charge and spin) (eV): 0.900
Lowest unoccupied orbital energy (Eh): 0.0928
Net charge: -1

```
81
Properties=species:S:1:pos:R:3:forces:R:3:mulliken_charge:R:1
Pd -0.408 -0.469 -0.442 0.224 0.154 0.152 -1.03
C 4.893 1.515 1.473 0.102 -0.004 -0.003 -1.32
C 4.025 0.651 0.618 -0.045 0.134 0.128 0.79
C 4.383 -0.289 -0.322 0.014 0.065 0.067 -1.49
C 3.156 -0.787 -0.806 -0.189 -0.160 -0.156 0.51
N 2.144 -0.190 -0.202 0.060 0.095 0.093 0.33
N 2.672 0.692 0.672 -0.123 -0.235 -0.224 0.40
B 1.775 1.570 1.572 0.208 0.212 0.201 -1.13
N 0.921 0.707 2.528 -0.240 -0.293 -0.146 0.61
N 0.074 -0.218 2.035 0.037 0.114 0.036 0.50
C -0.548 -0.763 3.062 -0.131 -0.151 -0.121 -0.17
C -0.101 -0.187 4.270 0.055 0.030 -0.033 -1.46
C 0.837 0.744 3.879 0.102 0.146 -0.024 0.80
C 1.655 1.674 4.712 0.014 0.034 0.111 -1.28
C -1.559 -1.812 2.830 0.085 0.115 0.140 0.69
C -2.366 -2.256 3.877 -0.017 -0.018 -0.042 -0.60
C -3.334 -3.228 3.670 0.030 0.060 0.042 -0.73
C -3.506 -3.778 2.408 -0.031 -0.046 -0.014 -0.40
C -2.701 -3.344 1.362 0.082 0.028 -0.047 -0.79
C -1.737 -2.369 1.564 -0.133 -0.093 0.062 0.60
N 0.888 2.516 0.731 -0.248 -0.151 -0.281 0.57
N 0.026 2.013 -0.174 0.046 0.057 0.110 0.52
C -0.628 3.034 -0.696 -0.125 -0.116 -0.138 -0.19
C -0.188 4.246 -0.123 0.049 -0.035 0.017 -1.49
C 0.781 3.865 0.780 0.114 -0.029 0.147 0.80
C 1.609 4.707 1.695 0.007 0.111 0.030 -1.26
C -1.663 2.793 -1.718 0.070 0.149 0.114 0.73
C -1.833 1.529 -2.282 -0.111 0.031 -0.065 0.53
C -2.820 1.319 -3.232 0.048 -0.083 0.063 -0.67
C -3.659 2.352 -3.630 -0.037 -0.009 -0.045 -0.47
C -3.496 3.612 -3.071 0.024 0.044 0.041 -0.76
C -2.503 3.828 -2.126 -0.005 -0.056 -0.011 -0.59
C 2.898 -1.823 -1.827 0.143 0.134 0.138 0.23
C 3.963 -2.464 -2.458 0.006 -0.063 -0.057 -0.69
C 3.745 -3.444 -3.417 0.021 0.056 0.053 -0.65
C 2.449 -3.800 -3.761 0.004 -0.036 -0.037 -0.36
C 1.384 -3.166 -3.137 -0.037 0.065 0.061 -0.96
C 1.599 -2.186 -2.178 -0.047 -0.159 -0.180 -0.07
H 5.942 1.312 1.255 -0.015 -0.015 -0.014 0.36
H 4.724 1.333 2.535 -0.007 -0.015 -0.002 0.20
H 4.708 2.576 1.294 -0.008 -0.002 -0.016 0.20
H 5.388 -0.559 -0.602 0.007 -0.017 -0.016 0.40
H 2.489 2.258 2.252 0.012 -0.017 -0.019 -0.16
H -0.402 -0.408 5.280 0.000 -0.010 0.015 0.41
H 1.453 1.498 5.769 -0.020 -0.018 -0.017 0.37
H 1.426 2.719 4.495 -0.017 -0.010 -0.011 0.15
H 2.724 1.539 4.542 -0.004 -0.024 -0.011 0.18
H -2.241 -1.820 4.860 -0.018 -0.008 0.011 0.30
H -3.955 -3.550 4.498 -0.009 -0.016 -0.014 0.36
H -4.260 -4.539 2.241 0.000 -0.003 -0.001 0.40
H -2.818 -3.763 0.369 -0.032 -0.034 0.021 0.43
H -1.118 -2.030 0.724 0.046 -0.049 0.019 0.13
H -0.512 5.251 -0.331 0.004 0.017 -0.005 0.41
H 1.385 5.761 1.529 -0.017 -0.016 -0.014 0.37
H 2.676 4.554 1.533 -0.003 -0.011 -0.025 0.19
H 1.409 4.480 2.744 -0.017 -0.010 -0.008 0.15
H -1.186 0.700 -1.970 0.013 0.039 -0.067 0.16
H -2.927 0.329 -3.660 -0.043 0.011 -0.031 0.45
H -4.431 2.178 -4.371 0.004 0.001 0.002 0.39
H -4.141 4.430 -3.367 -0.010 -0.014 -0.014 0.38
H -2.383 4.810 -1.685 -0.018 0.013 -0.006 0.29
H 4.979 -2.195 -2.196 -0.002 0.010 0.011 0.27
H 4.592 -3.925 -3.891 -0.017 -0.014 -0.014 0.39
H 2.272 -4.564 -4.509 -0.002 0.002 0.002 0.36
H 0.363 -3.428 -3.391 0.020 -0.035 -0.034 0.41
H 0.734 -1.704 -1.708 0.052 0.066 0.078 0.94
C -4.374 -1.009 -0.714 -0.010 -0.026 0.033 -0.39
N -5.166 0.020 -0.090 -0.075 0.053 -0.034 0.40
C -6.611 -0.058 -0.096 0.004 0.043 -0.047 -0.64
C -7.005 1.221 0.648 -0.097 -0.036 -0.011 -0.58
N -5.812 1.465 1.438 0.079 0.050 0.070 -0.23
C -4.710 0.878 0.860 0.207 -0.227 -0.112 -0.15
S -3.132 1.148 1.252 -0.080 0.135 0.141 -0.15
H -4.557 -1.016 -1.789 0.002 -0.011 -0.030 0.27
H -4.628 -1.989 -0.293 0.028 0.028 -0.030 0.37
H -3.318 -0.808 -0.528 0.021 0.023 -0.017 -0.34
H -6.957 -0.961 0.424 0.017 0.018 0.039 0.30
H -6.996 -0.082 -1.118 -0.013 -0.014 0.017 0.36
H -7.882 1.074 1.279 -0.001 0.029 -0.014 0.31
H -7.209 2.036 -0.055 0.042 -0.001 -0.006 0.28
H -5.642 2.349 1.885 -0.048 0.015 0.000 0.28
```
Positions in Å, forces in eV/Å.

---

Molecular formula: C34H36GeMoN6OS
Method: DFT, wB97M-V/def2-TZVPD

Properties
Energy relative to the best compared isomer or geometry (same formula, charge and spin) (eV): 0.181
Lowest unoccupied orbital energy (Eh): -0.2531
Net charge: +2

```
80
Properties=species:S:1:pos:R:3:forces:R:3:mulliken_charge:R:1
Mo 0.639 0.351 1.523 0.573 -0.163 -1.502 -0.11
N 3.403 -2.979 0.515 -0.122 0.121 0.088 -0.29
C 2.809 -1.888 1.023 0.168 -0.231 -0.054 0.63
S 1.053 -1.962 1.254 0.111 0.086 0.261 -0.33
N 3.522 -0.877 1.385 -0.534 0.274 -0.001 -1.22
N 2.754 0.173 1.916 0.307 -0.392 -0.100 0.70
C 3.475 0.970 2.628 0.036 0.254 0.102 -0.31
C 3.056 2.197 3.267 0.293 -0.357 -0.115 0.88
C 3.971 2.948 4.004 0.161 0.077 0.097 -0.93
C 3.585 4.152 4.560 -0.013 0.031 0.023 -0.80
C 2.288 4.624 4.370 -0.018 0.055 0.014 -0.48
C 1.359 3.893 3.641 -0.010 0.175 0.110 -0.75
C 1.770 2.688 3.124 -0.720 -0.602 -0.598 0.35
O 0.887 1.904 2.395 0.478 1.151 0.998 -0.30
H 2.861 -3.759 0.193 -0.024 -0.022 -0.020 0.22
H 4.400 -2.980 0.380 0.028 -0.008 0.059 0.23
H 4.520 0.690 2.707 0.043 0.034 0.063 0.43
H 4.983 2.579 4.134 -0.062 0.033 -0.018 0.45
H 4.294 4.732 5.136 -0.034 -0.006 -0.025 0.43
H 1.994 5.576 4.795 0.016 -0.035 -0.006 0.44
H 0.349 4.245 3.478 0.029 -0.004 0.027 0.49
C -4.497 -2.156 0.670 -0.040 0.097 0.028 -0.83
C -3.328 -2.011 -0.276 0.108 0.040 0.053 -0.42
N -2.214 -1.358 0.434 -0.020 0.021 -0.195 0.87
C -2.143 -1.143 1.742 0.184 0.253 0.269 0.12
N -1.160 -0.290 2.212 -0.014 -0.177 -0.212 0.29
C -1.038 -0.159 3.703 -0.251 -0.272 -0.259 -0.39
C -2.405 -0.227 4.347 -0.025 0.130 -0.026 -0.86
C -3.035 -1.549 4.005 0.008 -0.083 -0.148 -0.62
N -3.002 -1.754 2.550 -0.141 -0.100 0.091 0.15
C -3.967 -2.711 1.975 0.151 0.053 0.062 -0.66
H -5.253 -2.812 0.243 0.032 -0.021 0.002 0.44
H -4.958 -1.182 0.854 -0.042 -0.051 -0.024 0.32
H -3.582 -1.391 -1.134 0.027 0.051 -0.011 0.31
H -2.994 -2.983 -0.638 0.030 -0.024 -0.012 0.29
H -1.516 -0.914 -0.141 0.043 0.049 -0.056 -1.12
H -0.582 0.798 3.935 0.083 0.111 -0.069 0.15
H -0.400 -0.953 4.097 0.059 -0.085 -0.008 0.32
H -3.026 0.591 3.976 0.001 0.031 0.042 0.31
H -2.308 -0.118 5.426 -0.015 -0.009 0.029 0.42
H -4.077 -1.583 4.313 -0.049 0.023 0.012 0.44
H -2.514 -2.372 4.498 0.011 -0.053 0.001 0.29
H -4.754 -2.862 2.708 -0.038 0.038 0.030 0.41
H -3.468 -3.670 1.814 -0.005 -0.020 0.028 0.27
C 0.961 0.878 -0.243 -0.820 -0.385 0.847 0.57
Ge 0.468 0.264 -2.108 0.045 0.177 0.013 1.53
C -1.290 1.028 -2.391 -0.250 0.129 0.043 0.38
C -1.684 1.164 -3.727 -0.057 -0.062 0.059 -0.61
C -2.939 1.661 -4.049 -0.002 0.003 0.010 -0.70
C -3.818 2.040 -3.040 0.016 -0.014 -0.009 -0.57
C -3.433 1.937 -1.711 0.080 -0.039 -0.022 -0.70
C -2.174 1.437 -1.390 -0.066 0.053 -0.255 0.24
C 1.748 1.098 -3.269 0.229 0.178 -0.101 0.33
C 1.927 2.483 -3.202 0.088 -0.033 -0.104 -0.46
C 2.808 3.120 -4.064 -0.043 -0.055 0.027 -0.81
C 3.513 2.378 -5.006 -0.013 -0.015 0.022 -0.49
C 3.333 1.005 -5.088 -0.037 -0.005 0.035 -0.70
C 2.453 0.363 -4.222 0.040 0.116 -0.004 -0.36
C 0.467 -1.644 -2.262 0.052 -0.361 0.007 0.46
C -0.714 -2.329 -2.549 0.049 -0.074 -0.025 -0.52
C -0.709 -3.709 -2.723 0.058 0.025 0.011 -0.79
C 0.483 -4.414 -2.620 -0.005 0.041 0.011 -0.73
C 1.670 -3.740 -2.352 -0.070 0.073 -0.009 -0.97
C 1.664 -2.362 -2.173 -0.113 -0.090 0.012 -0.21
H 1.414 1.875 -0.348 -0.065 -0.022 0.135 0.31
H -1.006 0.883 -4.527 -0.012 0.014 0.014 0.42
H -3.229 1.762 -5.088 0.010 -0.012 0.051 0.43
H -4.796 2.432 -3.294 0.048 -0.009 0.014 0.43
H -4.105 2.264 -0.925 0.033 -0.009 -0.023 0.46
H -1.881 1.415 -0.350 0.077 -0.067 0.190 0.00
H 1.362 3.081 -2.491 0.008 -0.017 -0.016 0.38
H 2.938 4.194 -4.012 -0.003 -0.028 0.005 0.41
H 4.200 2.875 -5.681 -0.039 -0.023 0.030 0.41
H 3.873 0.431 -5.831 -0.015 0.010 0.023 0.43
H 2.314 -0.708 -4.305 0.003 -0.004 0.003 0.37
H -1.640 -1.776 -2.683 0.016 -0.014 0.019 0.54
H -1.627 -4.231 -2.966 0.025 0.017 0.006 0.51
H 0.492 -5.486 -2.772 -0.001 0.028 0.004 0.45
H 2.604 -4.288 -2.308 -0.019 0.003 -0.019 0.61
H 2.599 -1.847 -1.973 -0.049 -0.002 -0.037 0.68
```
Positions in Å, forces in eV/Å.

---

| no. | F_max (eV Å⁻¹) | HOMO (eV) |
| --- | --- | --- |
| 1 | 0.406 | -3.1774 |
| 2 | 1.616 | -13.5897 |